No. 1
Molecular formula: C18H20N7O2PPd
Method: DFT, wB97M-V/def2-TZVPD

- energy above the lowest of the compared OMol25 structures with the same formula, charge and spin (kcal/mol) = 0.0
- LUMO (eV) = -6.583
- HOMO-LUMO gap (eV) = 8.1189
- total charge = +2
- molar mass (u) = 503.8

```
49
Properties=species:S:1:pos:R:3:nbo_charge:R:1
Pd -1.44 0.09 -0.61 0.590
N -3.46 0.00 -1.40 -0.641
N -4.22 -0.82 -0.57 -0.424
C -3.71 -1.29 0.60 0.641
N -4.51 -2.02 1.36 -0.732
N -2.45 -0.92 0.86 -0.509
N -1.87 -1.25 2.10 0.651
O -2.40 -2.07 2.81 -0.365
O -0.84 -0.67 2.35 -0.352
H -3.92 0.90 -1.50 0.408
H -3.37 -0.43 -2.32 0.412
H -5.17 -1.02 -0.83 0.418
H -5.45 -2.21 1.07 0.427
H -4.14 -2.44 2.20 0.466
N 1.43 0.19 -1.49 -0.910
P 0.73 -0.07 0.04 1.427
C 1.18 1.26 1.13 -0.380
C 0.22 2.16 1.58 -0.196
C 0.60 3.24 2.36 -0.190
C 1.94 3.42 2.68 -0.150
C 2.90 2.52 2.24 -0.195
C 2.52 1.44 1.46 -0.195
C 1.52 -1.59 0.55 -0.496
C 1.81 -2.57 -0.41 -0.174
C 2.46 -3.73 -0.04 -0.201
C 2.82 -3.93 1.29 -0.139
C 2.53 -2.96 2.24 -0.218
C 1.88 -1.79 1.88 -0.096
C 0.73 0.92 -2.42 0.426
C 1.32 1.44 -3.57 -0.261
C 0.55 2.18 -4.43 -0.083
C -0.80 2.42 -4.12 -0.258
C -1.31 1.87 -2.98 0.053
N -0.57 1.10 -2.14 -0.497
H 2.39 -0.04 -1.67 0.444
H -0.83 2.01 1.34 0.211
H -0.15 3.94 2.72 0.236
H 2.23 4.26 3.30 0.242
H 3.94 2.67 2.50 0.242
H 3.28 0.74 1.12 0.224
H 1.50 -2.44 -1.44 0.222
H 2.68 -4.49 -0.78 0.241
H 3.34 -4.83 1.58 0.242
H 2.82 -3.11 3.28 0.243
H 1.67 -1.04 2.63 0.230
H 2.37 1.27 -3.76 0.251
H 0.98 2.60 -5.33 0.255
H -1.42 3.03 -4.76 0.259
H -2.33 2.06 -2.68 0.198
```

=====

No. 2
Molecular formula: C18H21BF5FeNSe2Te2
Method: DFT, wB97M-V/def2-TZVPD

- energy above the lowest of the compared OMol25 structures with the same formula, charge and spin (kcal/mol) = 33.5
- LUMO (alpha / beta) (eV) = 1.722 / -0.072
- HOMO-LUMO gap (alpha / beta) (eV) = 5.8595 / 4.0255
- 2S+1 = 6
- total charge = -1
- molar mass (u) = 826.1
- expectation value of S² = 8.77

```
51
Properties=species:S:1:pos:R:3:lowdin_spin:R:1
Fe -0.65 2.56 0.18 3.780
C 3.38 -0.43 -1.61 0.000
C 2.39 -0.95 -0.58 0.000
C 2.87 -2.29 0.00 0.000
C 1.00 -1.14 -1.14 0.004
C 0.82 -1.95 -2.25 0.000
C -0.44 -2.26 -2.73 0.004
C -1.56 -1.79 -2.07 -0.001
C -1.43 -0.95 -0.98 0.004
C -2.64 -0.47 -0.21 0.001
C -3.22 0.80 -0.84 0.011
C -3.74 -1.53 -0.10 0.001
C -0.15 -0.57 -0.53 0.003
N -0.03 0.40 0.44 0.043
C 0.46 0.16 1.66 0.005
C 0.41 -1.09 2.31 0.003
C 0.78 -1.23 3.62 0.000
C 1.27 -0.15 4.35 0.001
C 1.37 1.09 3.74 0.000
C 0.96 1.22 2.44 0.003
F 1.05 2.45 1.80 0.019
H 4.39 -0.44 -1.20 0.000
H 3.13 0.59 -1.88 0.000
H 3.37 -1.03 -2.51 0.000
H 2.35 -0.23 0.24 0.000
H 2.97 -3.03 -0.79 0.000
H 2.17 -2.67 0.75 0.000
H 3.84 -2.16 0.48 0.000
H 1.69 -2.35 -2.76 0.000
H -0.54 -2.89 -3.60 0.000
H -2.54 -2.08 -2.41 0.000
H -2.31 -0.23 0.81 0.001
H -3.55 0.60 -1.85 0.000
H -2.46 1.59 -0.87 0.006
H -4.06 1.17 -0.25 0.000
H -4.29 -1.60 -1.04 0.000
H -4.44 -1.24 0.68 0.000
H -3.32 -2.51 0.13 0.000
H 0.00 -1.93 1.75 0.000
H 0.69 -2.20 4.10 0.000
H 1.57 -0.28 5.38 0.000
H 1.74 1.95 4.27 0.000
Se -2.35 2.10 2.32 0.071
Te -1.32 4.30 2.73 0.039
Te -2.43 5.75 0.73 0.339
Se -1.04 4.79 -1.09 0.590
F 1.34 2.63 -1.06 0.026
B 0.80 2.43 -2.38 0.006
F -0.51 1.94 -2.08 0.035
F 0.72 3.63 -3.02 0.003
F 1.51 1.53 -3.09 0.001
```

=====

No. 3
Molecular formula: C18H21BrCdN2O3
Method: DFT, wB97M-V/def2-TZVPD

- energy above the lowest of the compared OMol25 structures with the same formula, charge and spin (kcal/mol) = 84.6
- LUMO (eV) = 5.065
- HOMO-LUMO gap (eV) = 5.2970
- total charge = -2
- molar mass (u) = 505.7

```
46
Properties=species:S:1:pos:R:3:nbo_charge:R:1
C -2.20 3.46 1.38 -0.415
C -1.01 3.41 2.13 -0.410
C 0.06 3.17 1.23 -0.403
H -0.93 3.49 3.20 0.227
C -0.47 3.10 -0.07 -0.393
C -1.86 3.23 0.02 -0.449
H -2.55 3.19 -0.81 0.202
H -3.18 3.62 1.77 0.203
H 1.09 3.03 1.50 0.265
H 0.09 2.90 -0.96 0.208
Cd -1.33 1.34 1.22 1.762
Br 0.28 0.71 3.10 -0.864
C -2.16 -0.81 1.23 -0.437
C -2.82 -0.08 0.21 -0.383
C -3.55 0.94 0.83 -0.419
H -2.72 -0.25 -0.84 0.225
C -3.35 0.86 2.23 -0.456
C -2.52 -0.25 2.47 -0.348
H -2.16 -0.56 3.43 0.233
H -1.48 -1.62 1.09 0.221
H -4.16 1.67 0.32 0.200
H -3.76 1.51 2.98 0.204
C 2.09 -0.26 -3.23 -0.615
C 1.76 -1.64 -2.64 -0.377
C 1.71 -1.65 -1.08 -0.263
C 1.53 -3.10 -0.52 -0.368
C 0.27 -3.85 -0.94 -0.608
C 3.05 -1.20 -0.58 0.716
O 4.07 -1.80 -0.92 -0.684
N 3.16 -0.15 0.24 -0.641
C 2.10 0.56 0.70 0.774
O 2.39 1.42 1.50 -0.642
N 0.77 0.28 0.35 -0.727
C 0.58 -0.74 -0.56 0.662
O -0.53 -0.95 -1.00 -0.688
H 1.33 0.48 -2.93 0.225
H 2.12 -0.34 -4.34 0.190
H 3.09 0.09 -2.89 0.203
H 0.78 -1.97 -3.05 0.220
H 2.54 -2.36 -2.99 0.202
H 2.39 -3.73 -0.84 0.204
H 1.55 -3.06 0.59 0.215
H 0.23 -3.98 -2.04 0.188
H 0.28 -4.86 -0.47 0.185
H -0.65 -3.34 -0.58 0.243
H 4.11 0.11 0.55 0.416
```

=====

No. 4
Molecular formula: C18H21BrF4N3Pd
Method: DFT, wB97M-V/def2-TZVPD

- energy above the lowest of the compared OMol25 structures with the same formula, charge and spin (kcal/mol) = 0.0
- LUMO (alpha / beta) (eV) = -3.451 / -5.389
- HOMO-LUMO gap (alpha / beta) (eV) = 8.5524 / 6.6577
- 2S+1 = 3
- total charge = +1
- molar mass (u) = 541.7
- expectation value of S² = 2.05

```
48
Properties=species:S:1:pos:R:3:lowdin_spin:R:1
Pd 0.23 0.83 -0.31 0.643
C -3.43 -1.72 -0.34 0.007
C -2.47 -0.57 -0.57 0.007
N -1.54 -0.21 0.54 0.198
C -2.16 0.69 1.56 0.008
C -3.18 0.09 2.51 0.007
C -0.88 -1.39 1.12 0.012
C 0.17 -1.01 2.16 0.045
N 1.05 0.03 1.64 0.435
C 2.16 0.40 2.27 0.039
C 3.04 1.31 1.61 0.127
F 2.75 1.67 0.36 0.048
C 4.19 1.78 2.20 -0.009
F 4.98 2.61 1.52 -0.017
C 4.54 1.39 3.48 0.178
C 3.71 0.51 4.16 -0.009
F 4.03 0.13 5.39 -0.016
C 2.56 0.02 3.59 0.115
F 1.79 -0.81 4.29 0.039
H -4.04 -1.84 -1.23 0.001
H -4.11 -1.57 0.50 0.000
H -2.91 -2.67 -0.19 0.000
H -3.00 0.35 -0.82 0.000
H -1.85 -0.82 -1.43 0.001
H -2.59 1.52 1.00 0.000
H -1.33 1.13 2.13 0.001
H -4.13 -0.14 2.02 0.000
H -3.39 0.82 3.29 0.001
H -2.82 -0.81 3.01 0.001
H -0.41 -1.94 0.30 0.001
H -1.60 -2.06 1.59 0.006
H 0.75 -1.90 2.43 0.011
H -0.31 -0.66 3.08 0.017
H 5.44 1.76 3.94 0.008
C 0.83 -0.94 -5.88 0.001
C 0.52 -0.27 -4.58 0.006
C -0.14 0.96 -4.52 -0.002
C -0.42 1.59 -3.31 0.001
C 0.01 0.88 -2.22 -0.023
Br -0.37 3.17 -0.04 0.105
N 0.62 -0.25 -2.22 0.006
C 0.90 -0.87 -3.38 -0.002
H 0.42 -0.38 -6.72 0.000
H 0.41 -1.95 -5.92 0.000
H 1.91 -1.03 -6.03 0.000
H -0.43 1.44 -5.45 0.000
H -0.91 2.55 -3.23 0.000
H 1.42 -1.81 -3.34 0.000
```

=====

Repeat the third record exactly.
Molecular formula: C18H21BrCdN2O3
Method: DFT, wB97M-V/def2-TZVPD

- energy above the lowest of the compared OMol25 structures with the same formula, charge and spin (kcal/mol) = 84.6
- LUMO (eV) = 5.065
- HOMO-LUMO gap (eV) = 5.2970
- total charge = -2
- molar mass (u) = 505.7

```
46
Properties=species:S:1:pos:R:3:nbo_charge:R:1
C -2.20 3.46 1.38 -0.415
C -1.01 3.41 2.13 -0.410
C 0.06 3.17 1.23 -0.403
H -0.93 3.49 3.20 0.227
C -0.47 3.10 -0.07 -0.393
C -1.86 3.23 0.02 -0.449
H -2.55 3.19 -0.81 0.202
H -3.18 3.62 1.77 0.203
H 1.09 3.03 1.50 0.265
H 0.09 2.90 -0.96 0.208
Cd -1.33 1.34 1.22 1.762
Br 0.28 0.71 3.10 -0.864
C -2.16 -0.81 1.23 -0.437
C -2.82 -0.08 0.21 -0.383
C -3.55 0.94 0.83 -0.419
H -2.72 -0.25 -0.84 0.225
C -3.35 0.86 2.23 -0.456
C -2.52 -0.25 2.47 -0.348
H -2.16 -0.56 3.43 0.233
H -1.48 -1.62 1.09 0.221
H -4.16 1.67 0.32 0.200
H -3.76 1.51 2.98 0.204
C 2.09 -0.26 -3.23 -0.615
C 1.76 -1.64 -2.64 -0.377
C 1.71 -1.65 -1.08 -0.263
C 1.53 -3.10 -0.52 -0.368
C 0.27 -3.85 -0.94 -0.608
C 3.05 -1.20 -0.58 0.716
O 4.07 -1.80 -0.92 -0.684
N 3.16 -0.15 0.24 -0.641
C 2.10 0.56 0.70 0.774
O 2.39 1.42 1.50 -0.642
N 0.77 0.28 0.35 -0.727
C 0.58 -0.74 -0.56 0.662
O -0.53 -0.95 -1.00 -0.688
H 1.33 0.48 -2.93 0.225
H 2.12 -0.34 -4.34 0.190
H 3.09 0.09 -2.89 0.203
H 0.78 -1.97 -3.05 0.220
H 2.54 -2.36 -2.99 0.202
H 2.39 -3.73 -0.84 0.204
H 1.55 -3.06 0.59 0.215
H 0.23 -3.98 -2.04 0.188
H 0.28 -4.86 -0.47 0.185
H -0.65 -3.34 -0.58 0.243
H 4.11 0.11 0.55 0.416
```

=====

Repeat the second record exactly.
Molecular formula: C18H21BF5FeNSe2Te2
Method: DFT, wB97M-V/def2-TZVPD

- energy above the lowest of the compared OMol25 structures with the same formula, charge and spin (kcal/mol) = 33.5
- LUMO (alpha / beta) (eV) = 1.722 / -0.072
- HOMO-LUMO gap (alpha / beta) (eV) = 5.8595 / 4.0255
- 2S+1 = 6
- total charge = -1
- molar mass (u) = 826.1
- expectation value of S² = 8.77

```
51
Properties=species:S:1:pos:R:3:lowdin_spin:R:1
Fe -0.65 2.56 0.18 3.780
C 3.38 -0.43 -1.61 0.000
C 2.39 -0.95 -0.58 0.000
C 2.87 -2.29 0.00 0.000
C 1.00 -1.14 -1.14 0.004
C 0.82 -1.95 -2.25 0.000
C -0.44 -2.26 -2.73 0.004
C -1.56 -1.79 -2.07 -0.001
C -1.43 -0.95 -0.98 0.004
C -2.64 -0.47 -0.21 0.001
C -3.22 0.80 -0.84 0.011
C -3.74 -1.53 -0.10 0.001
C -0.15 -0.57 -0.53 0.003
N -0.03 0.40 0.44 0.043
C 0.46 0.16 1.66 0.005
C 0.41 -1.09 2.31 0.003
C 0.78 -1.23 3.62 0.000
C 1.27 -0.15 4.35 0.001
C 1.37 1.09 3.74 0.000
C 0.96 1.22 2.44 0.003
F 1.05 2.45 1.80 0.019
H 4.39 -0.44 -1.20 0.000
H 3.13 0.59 -1.88 0.000
H 3.37 -1.03 -2.51 0.000
H 2.35 -0.23 0.24 0.000
H 2.97 -3.03 -0.79 0.000
H 2.17 -2.67 0.75 0.000
H 3.84 -2.16 0.48 0.000
H 1.69 -2.35 -2.76 0.000
H -0.54 -2.89 -3.60 0.000
H -2.54 -2.08 -2.41 0.000
H -2.31 -0.23 0.81 0.001
H -3.55 0.60 -1.85 0.000
H -2.46 1.59 -0.87 0.006
H -4.06 1.17 -0.25 0.000
H -4.29 -1.60 -1.04 0.000
H -4.44 -1.24 0.68 0.000
H -3.32 -2.51 0.13 0.000
H 0.00 -1.93 1.75 0.000
H 0.69 -2.20 4.10 0.000
H 1.57 -0.28 5.38 0.000
H 1.74 1.95 4.27 0.000
Se -2.35 2.10 2.32 0.071
Te -1.32 4.30 2.73 0.039
Te -2.43 5.75 0.73 0.339
Se -1.04 4.79 -1.09 0.590
F 1.34 2.63 -1.06 0.026
B 0.80 2.43 -2.38 0.006
F -0.51 1.94 -2.08 0.035
F 0.72 3.63 -3.02 0.003
F 1.51 1.53 -3.09 0.001
```

=====

> Which value of total charge does entry 2 give?

-1